DFT (the ωB97M-V functional and the def2-TZVPD basis) results for a molecular structure, C22H33F3NO13 at a distorted geometry.

```
72
C22H33F3NO13 | the Open Molecules 2025 dataset | the ωB97M-V functional and the def2-TZVPD basis
O -0.248 -0.578 4.607
C 0.491 -0.574 3.653
C 0.284 0.284 2.406
N 0.237 1.758 2.724
C -1.105 2.406 2.612
C -2.217 1.852 3.501
C -2.957 0.646 2.988
F -3.046 -0.391 3.852
C -3.559 0.516 1.786
F -4.813 0.185 1.579
F -2.912 0.653 0.626
H 1.399 -1.184 3.633
H 1.154 0.119 1.775
H -0.587 -0.004 1.823
H 0.658 1.913 3.640
H 0.832 2.214 2.030
H -0.963 3.452 2.885
H -1.401 2.407 1.565
H -1.898 1.668 4.526
H -2.943 2.666 3.553
C -4.111 3.301 -3.968
C -2.827 2.575 -3.671
C -2.611 2.208 -2.219
O -1.182 2.189 -2.118
C -0.698 3.048 -3.051
O 0.432 3.416 -3.096
O -1.674 3.415 -3.906
H -4.149 3.600 -5.014
H -4.967 2.660 -3.758
H -4.189 4.208 -3.367
H -2.729 1.695 -4.312
H -3.023 1.241 -1.944
H -2.997 2.975 -1.541
C -3.315 -3.013 2.544
C -2.755 -4.245 1.880
C -3.746 -5.060 1.075
O -3.190 -6.375 1.161
C -2.495 -6.451 2.325
O -2.086 -7.451 2.807
O -2.337 -5.210 2.857
H -2.560 -2.543 3.167
H -3.654 -2.298 1.792
H -4.154 -3.269 3.191
H -1.881 -3.988 1.272
H -3.830 -4.748 0.037
H -4.739 -5.071 1.533
C 3.452 4.198 -3.603
C 3.298 2.763 -3.174
C 2.076 2.056 -3.716
O 1.818 1.079 -2.690
C 2.285 1.586 -1.533
O 2.038 1.143 -0.451
O 3.057 2.662 -1.752
H 4.305 4.658 -3.106
H 3.603 4.257 -4.681
H 2.565 4.772 -3.334
H 4.206 2.196 -3.395
H 2.239 1.570 -4.674
H 1.213 2.719 -3.783
C 5.264 -3.517 -1.245
C 4.873 -2.302 -0.448
C 5.584 -2.142 0.878
O 4.609 -1.415 1.651
C 3.399 -1.728 1.160
O 2.360 -1.427 1.668
O 3.497 -2.379 -0.005
H 4.649 -3.602 -2.140
H 6.309 -3.453 -1.544
H 5.117 -4.425 -0.660
H 4.970 -1.397 -1.054
H 6.515 -1.586 0.818
H 5.763 -3.100 1.369
```

Properties
calculated total energy = -2190.243902 Ha
total charge = +1
relative energy (zero: lowest compared OMol25 entry of this formula, charge and spin) = 211.0 kJ/mol
E_HOMO = -11.8 eV
gap between HOMO and LUMO = 8.79 eV